# 1
ORCA calculation (ωB97M-V/def2-TZVPD) on C10H22F3Li2NO4 as an isolated structure.

```
42
Properties=species:S:1:pos:R:3:forces:R:3:mulliken_charge:R:1
F 2.2325 -1.3115 2.7433 0.02 -0.12 -0.14 -0.216
F 3.4571 -2.1998 1.1966 0.10 -0.07 -0.03 -0.246
F 2.2478 -3.4571 2.4814 -0.01 -0.13 0.02 -0.258
O 0.7872 -1.0575 0.4775 -0.44 0.91 -0.21 -0.234
O 0.7173 -3.2767 0.3677 0.37 -0.78 0.06 -0.293
O 2.8561 1.0567 -0.2201 -0.60 0.11 1.70 -0.997
O 1.4524 1.6596 2.3707 0.72 -0.59 -1.02 -0.917
N -0.8431 1.5420 -0.3405 0.17 0.92 -0.12 0.989
C -0.2592 -3.2175 -0.6717 -0.97 -1.07 -0.28 0.293
C -0.4257 0.3647 -2.5198 0.69 -0.37 0.63 -1.363
C -0.7388 -4.6344 -0.9689 0.62 -0.06 -0.87 -1.497
C 2.2888 -2.2918 1.8384 0.19 0.14 0.39 0.826
C -1.3711 0.6305 -1.3578 -0.25 -0.11 -0.13 -0.319
C 1.1569 -2.1317 0.8226 0.08 0.03 -0.02 0.267
C -0.6551 2.8806 -0.9218 0.52 0.69 -0.58 -0.419
C 0.3221 3.7861 -0.1653 0.24 -0.93 0.68 -1.266
C -1.7218 1.6702 0.8259 -0.76 -0.17 0.42 -0.729
C -1.8838 0.3888 1.6350 0.08 -0.34 -0.29 -1.148
Li 0.9641 1.2223 0.5547 0.91 -0.38 0.27 0.890
Li 3.1876 1.2694 1.6851 -0.97 0.19 -0.82 0.757
H -0.7796 -0.4635 -3.1326 -0.21 0.03 -0.01 0.396
H -0.2085 1.2025 -3.1767 -0.11 0.08 0.06 0.405
H -2.6608 0.4731 2.3940 -0.03 0.23 -0.04 0.446
H 0.5040 0.0256 -2.0429 0.12 0.14 -0.38 0.169
H 1.0357 2.2563 2.9746 -0.14 0.31 0.41 -0.003
H 2.9054 1.1553 -1.1591 0.30 0.05 -0.50 0.039
H -1.5162 -4.5948 -1.7358 -0.35 0.17 0.39 0.404
H -0.2119 2.7638 -1.9115 -0.08 -0.14 0.03 0.177
H 0.1008 3.8701 0.9015 -0.31 0.29 -0.13 0.274
H -1.3714 2.4814 1.4620 0.32 -0.11 -0.02 0.268
H -2.3388 0.9992 -1.7328 -0.10 -0.09 0.16 0.386
H -2.1967 -0.4024 0.9494 -0.06 -0.12 0.25 0.271
H -1.6019 3.4100 -1.1067 -0.22 -0.23 0.26 0.359
H 1.3057 3.3023 -0.1537 0.09 0.24 -0.30 0.333
H 0.1735 -2.8478 -1.5990 0.09 0.58 0.23 0.220
H -2.7307 1.9935 0.5211 0.00 -0.03 -0.28 0.387
H 0.0424 -5.1806 -1.5092 0.18 -0.06 0.47 0.361
H -0.9716 0.0606 2.1325 0.13 0.20 -0.08 0.157
H 0.4073 4.7721 -0.6117 -0.09 0.03 -0.07 0.420
H -1.0514 -5.2120 -0.1051 -0.13 0.14 0.09 0.359
H -1.5018 -0.3323 -0.8651 -0.29 0.06 -0.10 -0.039
H -1.1048 -2.6252 -0.3264 0.17 0.34 -0.12 0.093
```
Forces are in eV/Å.

Calculated total energy in eV: -28972.8001
Strongest force on any atom in eV/A: 1.81
HOMO-LUMO gap in eV: 8.8
Relative energy (zero: lowest compared OMol25 entry of this formula, charge and spin) in eV: 0.257



# 2
ORCA calculation (ωB97M-V/def2-TZVPD) on C10H22InN2O2 as an isolated structure.

```
37
Properties=species:S:1:pos:R:3:forces:R:3:mulliken_charge:R:1
In 0.0196 -0.4728 -0.4420 0.08 0.09 -0.50 0.805
O 1.4047 -2.2904 2.9936 -0.32 -0.09 0.88 -0.615
O -4.0606 0.1904 -0.5575 -0.21 -0.67 1.12 -0.448
N 1.6775 2.7737 -4.4834 -0.56 -0.47 -0.23 -0.674
N 1.0688 0.0070 2.8705 -0.22 -0.46 0.64 0.071
C -0.3262 -0.0673 3.3588 -0.24 0.65 0.26 -0.729
C 1.3514 -1.3021 2.2915 0.83 -1.22 -1.50 0.500
C 0.6715 -0.5033 -2.6238 0.19 -0.14 0.49 -1.141
C 1.9124 0.2072 4.0804 -0.11 0.27 -0.01 -0.831
C 1.2544 1.3252 -4.4066 1.05 0.91 0.63 -0.435
C 1.6209 -1.4370 0.8195 0.35 0.96 0.75 -1.059
C -2.9772 -0.1432 0.3004 -0.64 -1.50 0.66 0.343
C -4.4394 -0.5770 0.6492 3.62 1.28 -0.87 -0.717
C 1.2779 0.8991 -2.9188 -0.84 -1.24 -0.75 -0.380
C -2.0405 -1.3187 -0.1984 -0.87 2.05 0.44 -1.241
H 1.9757 3.0334 -3.5461 -0.06 0.13 -0.19 0.282
H -2.4902 -1.5147 -1.1840 0.33 -0.63 0.30 0.381
H -0.5137 0.8128 3.9995 0.05 -0.19 -0.40 0.438
H -2.5194 0.6439 0.9225 -0.44 0.04 -0.69 0.360
H 1.4018 -1.3219 -2.7711 -0.16 0.40 -0.05 0.300
H 2.5425 -0.8429 0.6417 -0.58 0.11 -0.22 0.242
H -4.2963 -1.6540 0.5884 -1.47 0.06 -0.12 0.317
H -0.1955 -0.7530 -3.2623 0.23 0.33 0.17 0.334
H -4.9119 0.0075 1.4325 -0.36 -0.42 -0.24 0.297
H 2.2608 1.2544 4.1088 0.05 -0.41 -0.13 0.243
H 0.8297 3.3011 -4.6709 0.25 0.22 0.15 0.243
H -0.0563 1.2667 0.0452 -0.06 -0.28 -0.10 -0.382
H 1.3205 0.0627 5.0029 0.33 -0.21 -0.26 0.279
H 2.7526 -0.4994 4.0947 -0.17 0.36 0.00 0.337
H 2.3328 0.8765 -2.5961 -0.37 0.37 0.13 0.205
H 0.2625 1.2283 -4.8690 0.28 -0.23 0.18 0.327
H 0.6855 1.6285 -2.3387 0.54 0.05 -0.22 0.259
H 2.0179 0.7727 -4.9809 -0.58 -0.19 0.14 0.202
H -2.1565 -2.1314 0.5329 0.12 -0.06 -0.50 0.312
H -0.4605 -0.9523 4.0114 -0.09 0.15 -0.40 0.429
H 1.8679 -2.4749 0.5596 -0.29 0.22 0.33 0.383
H -1.0653 -0.0348 2.5455 0.35 -0.23 0.13 -0.239
```
Forces are in eV/Å.

Calculated total energy in eV: -22972.5208
Strongest force on any atom in eV/A: 3.94
HOMO-LUMO gap in eV: 7.6
Total charge: -1